Record 1
{"formula": "C11H23FN3", "method": "ωB97M-V/def2-TZVPD", "symbols": ["C", "C", "C", "C", "C", "C", "C", "C", "C", "C", "C", "N", "N", "N", "F", "H", "H", "H", "H", "H", "H", "H", "H", "H", "H", "H", "H", "H", "H", "H", "H", "H", "H", "H", "H", "H", "H", "H"], "xyz": [[-4.45716, -0.46528, 1.41902], [-4.90351, -0.38845, -0.05741], [3.15615, 2.18442, -0.74653], [2.14902, 1.52677, -1.64148], [-3.04777, 0.22930, 1.47594], [-3.68179, -0.09260, -0.92282], [2.97073, 1.39013, 0.51011], [1.86513, 0.05581, -1.17749], [-1.33203, -0.49594, 0.01246], [1.31946, -1.15492, 1.70978], [2.68209, -1.14270, 1.05020], [-2.54240, -0.10573, 0.12083], [2.81423, -0.04686, -0.02307], [2.33874, -1.06610, -1.98004], [-1.10083, -1.08819, -1.22355], [-5.16957, 0.11214, 2.02572], [-4.25280, -1.42546, 1.74662], [-5.44931, -1.32625, -0.28057], [-5.61905, 0.43273, -0.19179], [4.22148, 2.05276, -1.19919], [3.03258, 3.31419, -0.70714], [1.21907, 2.11145, -1.81059], [2.60529, 1.45652, -2.65558], [-2.89966, 1.30915, 1.46207], [-2.49858, -0.32899, 2.12890], [-3.55325, -0.92710, -1.64387], [-3.66688, 0.91229, -1.46878], [3.79205, 1.45534, 1.17434], [2.04816, 1.47283, 1.04305], [0.80697, -0.12866, -0.86865], [1.17689, -2.09766, 2.18823], [1.03258, -0.33195, 2.30695], [0.46289, -1.06201, 1.04328], [3.43831, -0.94715, 1.84814], [2.96064, -2.04096, 0.51840], [3.70750, -0.34024, -0.43372], [2.44189, -1.04017, -3.04485], [1.93274, -1.97242, -1.70696]], "forces_ev_per_a": [[0.37, 3.99, -0.75], [-1.01, 0.24, 0.35], [1.31, 1.18, -0.71], [-0.78, -0.69, -3.23], [-1.81, 0.58, -3.23], [1.02, -0.48, 0.00], [0.09, -1.37, -0.21], [-0.09, -0.75, -0.33], [0.70, -0.74, -0.37], [-0.53, -0.59, -1.62], [-0.43, 1.42, 0.61], [-1.25, -0.39, -1.40], [1.63, 0.75, 2.26], [0.12, -0.56, -2.38], [-0.38, 0.61, 0.06], [0.20, -0.75, 0.18], [-0.25, -1.97, 0.70], [0.51, 0.53, -0.38], [0.03, -0.28, 0.17], [-1.68, 0.00, 1.08], [-0.08, -1.54, 0.40], [0.48, -0.53, 0.51], [-0.49, 0.01, 0.44], [-0.78, 0.04, 1.14], [1.86, -0.63, 2.04], [0.39, 0.81, 0.35], [-0.13, -1.45, 0.90], [0.75, -0.20, 0.83], [-0.63, 0.98, 0.32], [1.09, 0.48, 0.18], [0.01, -0.49, 0.80], [0.67, 0.90, 1.40], [0.32, -0.50, -0.74], [-0.19, 0.00, -0.97], [-0.24, -0.41, 0.10], [-0.25, 0.46, -0.49], [-0.56, 0.48, 2.34], [0.00, 0.88, -0.33]], "nbo_charge": [-0.397, -0.432, -0.437, -0.443, -0.208, -0.248, -0.210, 0.101, 0.365, -0.709, -0.204, -0.421, -0.362, -0.906, -0.398, 0.235, 0.213, 0.232, 0.223, 0.225, 0.266, 0.247, 0.236, 0.211, 0.218, 0.240, 0.227, 0.229, 0.219, 0.252, 0.242, 0.224, 0.266, 0.228, 0.223, 0.441, 0.416, 0.393], "total_charge": 1}

Record 2
{"formula": "C6H13N4O3", "method": "ωB97M-V/def2-TZVPD", "symbols": ["C", "C", "C", "C", "C", "C", "N", "N", "N", "N", "O", "O", "O", "H", "H", "H", "H", "H", "H", "H", "H", "H", "H", "H", "H", "H"], "xyz": [[-1.02886, -0.55430, -2.67695], [0.39783, 2.70976, -0.59024], [1.00303, -1.23050, 2.80410], [-0.21807, 0.46529, -1.87730], [-0.40171, 1.68704, 0.14466], [0.81939, -1.16743, 1.27886], [-0.50288, -1.63006, 2.78849], [1.68764, -1.04972, 0.41723], [-0.53323, -1.61836, 1.43798], [-0.32604, 0.44754, -0.60739], [-1.29664, -1.73088, 3.74507], [1.55127, -1.29842, -0.90841], [-1.46483, -1.85959, 0.65505], [-0.50756, -0.94239, -3.54038], [-1.57468, -1.28791, -2.17316], [-1.79391, 0.08978, -3.01990], [0.35545, 3.66285, -0.01266], [1.46273, 2.46828, -0.77091], [-0.08969, 2.85024, -1.53347], [1.28280, -0.31224, 3.33013], [1.56033, -2.05472, 3.26757], [0.57909, 1.07358, -2.28999], [1.57399, -2.18890, -0.94007], [-1.43773, 2.07967, 0.09461], [-0.01527, 1.53385, 1.26705], [-1.08244, -0.14244, -0.28996]], "forces_ev_per_a": [[2.12, 2.08, -0.31], [0.98, 1.57, 1.06], [-0.77, -0.06, 0.07], [0.64, -3.43, -0.93], [1.89, 0.90, 2.50], [-0.32, -1.71, 2.62], [1.01, 1.60, 1.84], [2.46, 0.98, 0.58], [-1.31, -0.43, 0.83], [-3.24, 1.38, 0.39], [1.28, -0.31, -3.16], [-0.84, 4.11, -0.71], [-0.31, 0.17, -0.32], [0.17, -0.01, -0.11], [-0.23, -1.25, 1.47], [-1.13, 0.92, -1.06], [0.11, -0.62, -0.61], [-0.52, -0.05, 0.25], [-0.11, 0.62, -0.64], [-0.64, -0.02, -0.15], [0.04, 0.09, -0.67], [-0.58, 0.28, -0.47], [0.13, -5.07, -0.73], [0.34, -0.80, 0.57], [-1.09, 0.25, -2.51], [-0.07, -1.20, 0.21]], "nbo_charge": [-0.688, -0.643, -0.280, 0.363, -0.229, 0.317, 0.314, -0.121, 0.163, -0.483, -0.296, -0.540, -0.492, 0.265, 0.264, 0.264, 0.258, 0.231, 0.207, 0.248, 0.254, 0.242, 0.483, 0.238, 0.226, 0.436], "total_charge": 1, "relative_energy_kj_mol": 886.5}

Respective LUMO values: -2.11; -4.46 eV.